Record 1
{
  "formula": "CH4IN2",
  "method": "ωB97M-V with the def2-TZVPD basis set",
  "symbols": ["C", "N", "N", "I", "H", "H", "H", "H"],
  "positions_angstrom": [[-1.527, -1.255, -0.193], [-0.497, -1.994, -0.199], [-2.394, -0.539, 0.133], [4.233, 0.256, 0.029], [-0.461, -2.885, -0.603], [0.471, -1.629, -0.280], [5.207, -0.872, -0.113], [-3.190, 0.127, 0.027]],
  "atomic_forces_ev_per_a": [[-1.934, 2.139, 1.485], [2.354, 0.538, -0.325], [0.212, -0.499, -0.961], [-1.907, 2.129, 0.266], [-0.847, -1.874, -0.605], [-0.840, 0.626, 0.431], [1.836, -2.156, -0.272], [1.126, -0.903, -0.019]],
  "orbital_gap_ev": 7.851,
  "total_charge": 1,
  "largest_force_ev_per_a": 3.2,
  "homo_energy_ev": -12.7
}

=====

Record 2
{
  "formula": "C17H62N12O14",
  "method": "ωB97M-V with the def2-TZVPD basis set",
  "symbols": ["C", "C", "O", "H", "H", "H", "H", "H", "H", "C", "C", "O", "H", "H", "H", "H", "H", "H", "C", "C", "O", "H", "H", "H", "H", "H", "H", "C", "O", "N", "N", "H", "H", "H", "H", "C", "O", "N", "N", "H", "H", "H", "H", "C", "O", "N", "N", "H", "H", "H", "H", "C", "O", "N", "N", "H", "H", "H", "H", "C", "O", "N", "N", "H", "H", "H", "H", "C", "O", "N", "N", "H", "H", "H", "H", "C", "O", "H", "H", "H", "H", "C", "O", "H", "H", "H", "H", "C", "O", "H", "H", "H", "H", "C", "O", "H", "H", "H", "H", "C", "O", "H", "H", "H", "H"],
  "positions_angstrom": [[-7.184, 0.580, 17.729], [-6.363, -0.436, 17.077], [-7.135, -0.804, 15.971], [-6.700, 0.969, 18.672], [-8.088, 0.196, 18.025], [-7.381, 1.421, 17.089], [-6.191, -1.256, 17.769], [-5.389, 0.080, 16.834], [-6.470, -1.306, 15.510], [-0.517, -4.238, 12.123], [-1.420, -3.822, 13.272], [-1.986, -2.571, 13.066], [-0.935, -4.249, 11.147], [0.153, -5.088, 12.324], [0.337, -3.598, 11.888], [-0.769, -3.811, 14.185], [-2.235, -4.496, 13.349], [-2.914, -2.526, 13.242], [-6.547, 0.168, 13.086], [-7.458, 0.256, 11.898], [-6.805, -0.508, 10.908], [-6.938, 0.842, 13.917], [-5.491, 0.560, 12.982], [-6.655, -0.828, 13.415], [-7.508, 1.324, 11.649], [-8.479, 0.002, 12.186], [-7.313, -1.319, 10.847], [-5.788, -3.978, 18.120], [-5.810, -4.912, 19.220], [-6.731, -3.914, 17.163], [-4.806, -3.210, 17.898], [-7.740, -4.237, 17.211], [-6.674, -3.348, 16.324], [-4.106, -3.214, 18.734], [-4.684, -2.509, 17.147], [-4.496, -4.454, 9.882], [-5.026, -5.791, 9.895], [-5.122, -3.464, 9.248], [-3.442, -4.010, 10.464], [-6.111, -3.724, 9.019], [-4.897, -2.456, 9.233], [-2.847, -4.609, 10.975], [-3.061, -3.095, 10.199], [-5.162, -7.149, 16.410], [-4.989, -8.377, 15.776], [-4.660, -6.931, 17.615], [-5.794, -6.072, 15.904], [-4.525, -7.753, 18.159], [-4.856, -6.092, 18.162], [-6.427, -6.255, 15.154], [-6.066, -5.241, 16.469], [-5.071, -3.474, 13.834], [-5.751, -2.741, 14.805], [-4.755, -2.955, 12.665], [-4.788, -4.742, 13.947], [-4.969, -1.926, 12.609], [-4.230, -3.265, 11.905], [-5.007, -5.185, 14.903], [-4.508, -5.384, 13.175], [-3.595, -0.873, 10.182], [-3.690, -0.551, 11.530], [-2.548, -1.527, 9.849], [-4.579, -0.923, 9.374], [-1.820, -1.609, 10.476], [-2.279, -1.444, 8.907], [-5.388, -0.487, 9.839], [-4.530, -0.932, 8.334], [-8.795, -4.770, 15.572], [-8.697, -5.999, 15.062], [-8.611, -3.617, 14.993], [-9.207, -4.597, 16.767], [-8.327, -3.580, 14.036], [-8.937, -2.698, 15.448], [-9.461, -5.533, 17.215], [-9.622, -3.784, 17.231], [-6.270, -7.843, 12.706], [-6.998, -8.611, 11.806], [-5.678, -7.098, 12.053], [-5.579, -8.426, 13.317], [-6.920, -7.356, 13.510], [-7.099, -8.184, 10.911], [-7.917, -4.823, 11.860], [-7.466, -3.464, 12.069], [-8.326, -5.157, 10.890], [-8.738, -4.996, 12.546], [-7.130, -5.436, 12.232], [-6.500, -3.330, 12.120], [-2.474, -1.318, 16.839], [-3.480, -1.463, 15.857], [-1.638, -2.021, 16.772], [-2.977, -1.484, 17.760], [-1.992, -0.315, 16.808], [-3.108, -1.292, 15.043], [-2.708, -7.341, 13.575], [-3.036, -6.768, 12.422], [-1.632, -7.577, 13.562], [-3.235, -8.240, 13.803], [-2.824, -6.566, 14.334], [-2.509, -7.157, 11.711], [-1.900, -4.808, 16.638], [-2.250, -6.276, 16.743], [-2.728, -4.288, 16.130], [-0.882, -4.758, 16.262], [-1.836, -4.273, 17.581], [-3.117, -6.327, 17.060]],
  "atomic_forces_ev_per_a": [[1.721, 2.299, 2.269], [0.511, 1.457, 0.477], [0.456, -0.394, -0.015], [-0.352, -0.252, -0.880], [-2.371, -1.048, 0.672], [0.053, 0.382, -0.403], [0.125, -0.207, -0.035], [-0.636, -0.969, -0.263], [0.016, -0.937, -1.629], [2.016, 0.357, 0.139], [1.530, -0.237, 0.322], [1.404, 1.829, -0.717], [-0.917, -0.765, -0.762], [-1.169, -0.623, 0.070], [-0.185, 1.228, 0.697], [-0.824, -0.166, -0.499], [-0.378, -1.241, 0.506], [-0.742, -0.297, 0.104], [-0.187, 2.699, 1.900], [1.314, 2.240, 1.126], [-1.121, -0.339, -1.102], [0.143, -0.983, -0.790], [-1.143, -0.963, -0.580], [0.649, -1.158, 0.802], [-0.023, -0.254, -0.801], [0.076, -0.729, -0.463], [0.026, -0.611, -0.183], [-3.506, -5.111, 4.267], [0.061, 4.756, -5.433], [-2.294, -0.252, 0.644], [6.077, 2.374, 2.629], [2.136, -0.127, 1.304], [1.112, 0.527, 0.039], [-1.522, 0.051, -2.400], [-0.410, -0.877, 0.341], [-5.008, -6.863, -1.483], [2.998, 7.189, 0.295], [-3.762, -0.973, -1.708], [3.384, 0.172, 1.551], [1.508, 0.396, 0.017], [-0.140, -1.495, 0.615], [0.516, -0.987, 0.390], [-0.210, -0.759, 0.138], [0.239, -6.115, -2.980], [-1.188, 6.590, 3.056], [0.538, -0.287, 1.350], [-0.128, -0.413, -0.310], [0.471, -0.537, 0.210], [-0.688, -0.112, 0.165], [-0.608, -0.374, -0.413], [-0.034, -1.213, -0.155], [-2.765, 1.376, 3.671], [3.295, -3.209, -4.262], [-2.179, 5.664, 0.551], [0.235, -1.729, 1.551], [0.408, -1.224, -0.174], [1.063, -1.456, -0.889], [0.504, 0.244, -1.669], [-0.140, 0.990, 0.586], [-0.093, 1.870, 10.649], [-0.154, -0.939, -6.584], [3.085, -0.962, -2.597], [-3.955, 2.892, -2.960], [1.770, 0.256, 1.840], [0.618, -0.315, -1.380], [-0.491, -0.006, -0.564], [0.239, 0.260, 1.325], [-0.543, -5.121, -5.523], [0.367, 5.099, 1.770], [-0.142, 3.443, -1.253], [-3.641, -3.285, 7.368], [0.379, 0.286, -0.581], [1.067, -2.141, -1.112], [0.388, 1.942, -0.633], [0.281, -0.355, -0.899], [0.896, 2.218, 0.010], [-1.126, -0.648, -1.753], [-0.631, -0.667, 1.576], [0.039, -0.354, -0.398], [0.423, -0.227, -1.295], [0.430, -0.417, 1.791], [-0.053, 0.257, 0.882], [-1.000, 0.608, -0.796], [0.831, 0.812, -0.108], [-0.262, 0.093, 0.250], [0.460, -0.944, -0.293], [-0.555, -0.765, -0.295], [0.975, 0.855, -0.529], [-0.769, -0.621, 2.733], [-0.241, -0.299, -0.273], [-0.070, 0.198, 1.005], [-0.556, -0.390, 0.196], [1.139, 0.543, -2.954], [2.410, -0.459, 3.047], [-0.871, 1.671, -4.316], [-0.034, -0.129, 0.403], [-0.687, -0.541, 0.375], [-0.168, -0.542, 0.538], [-0.612, 0.147, -0.025], [-1.057, -2.083, 0.603], [3.748, 3.029, -1.032], [0.751, -0.091, -0.646], [-0.340, 0.048, -0.745], [-0.111, -0.457, 0.782], [-2.085, -0.305, 0.946]],
  "orbital_gap_ev": 8.359,
  "largest_force_ev_per_a": 10.8,
  "homo_energy_ev": -8.7
}

=====

Record 3
{
  "formula": "C34H48BrKN6O3S4Si2Te",
  "method": "ωB97M-V with the def2-TZVPD basis set",
  "symbols": ["K", "S", "C", "N", "N", "C", "C", "C", "C", "C", "C", "N", "N", "C", "C", "C", "C", "C", "C", "H", "H", "H", "H", "H", "H", "H", "H", "H", "H", "H", "C", "C", "S", "C", "C", "S", "C", "C", "S", "H", "H", "H", "H", "H", "H", "H", "H", "H", "H", "H", "H", "Br", "C", "C", "N", "C", "C", "C", "C", "O", "O", "H", "H", "H", "C", "Si", "C", "C", "C", "Te", "C", "Si", "C", "C", "C", "H", "H", "H", "H", "H", "H", "H", "H", "H", "H", "H", "H", "H", "H", "H", "H", "H", "H", "H", "H", "H", "H", "O", "C", "N"],
  "positions_angstrom": [[-1.975, 2.129, -0.089], [0.629, 4.360, 0.763], [0.050, 4.476, 2.367], [-0.320, 5.535, 2.996], [-0.606, 5.355, 4.370], [0.402, 5.233, 5.280], [1.708, 5.625, 4.955], [2.711, 5.546, 5.894], [2.450, 5.093, 7.179], [1.153, 4.738, 7.519], [0.137, 4.811, 6.590], [0.402, 3.253, 2.797], [-0.305, 2.196, 2.830], [0.357, 1.057, 3.247], [-0.263, -0.174, 3.011], [0.343, -1.340, 3.433], [1.564, -1.306, 4.095], [2.170, -0.083, 4.352], [1.577, 1.090, 3.937], [-1.442, 4.814, 4.563], [1.902, 5.977, 3.954], [3.713, 5.839, 5.614], [3.245, 5.023, 7.908], [0.929, 4.390, 8.520], [-0.874, 4.536, 6.869], [-1.221, -0.190, 2.513], [-0.139, -2.290, 3.248], [2.035, -2.226, 4.421], [3.114, -0.041, 4.881], [2.027, 2.052, 4.142], [0.710, -1.488, -6.289], [1.431, -1.380, -4.954], [1.042, 0.042, -3.877], [-0.682, -0.268, -3.412], [-1.746, 0.167, -4.397], [-1.706, 1.917, -4.866], [-0.331, 1.947, -6.101], [-0.466, 0.964, -7.250], [0.989, -0.126, -7.477], [-0.366, -1.597, -6.166], [1.088, -2.378, -6.800], [2.503, -1.296, -5.126], [1.232, -2.284, -4.373], [-0.824, 0.302, -2.494], [-0.771, -1.338, -3.204], [-2.716, 0.069, -3.909], [-1.755, -0.446, -5.299], [0.604, 1.791, -5.568], [-0.349, 2.975, -6.456], [-0.546, 1.479, -8.207], [-1.333, 0.316, -7.137], [-8.987, 1.574, -1.718], [-7.157, 1.102, -1.450], [-6.859, 0.090, -0.605], [-5.583, -0.333, -0.465], [-4.466, 0.359, -1.127], [-4.843, 1.640, -1.801], [-6.133, 1.928, -2.021], [-3.692, 2.506, -2.275], [-3.943, 3.650, -2.655], [-2.564, 1.949, -2.227], [-7.600, -0.405, 0.009], [-3.970, -0.296, -1.871], [-6.404, 2.815, -2.577], [4.873, -2.563, -1.410], [4.663, -2.073, 0.426], [4.985, -0.215, 0.665], [5.912, -3.110, 1.451], [2.899, -2.431, 1.011], [1.462, -1.459, -0.314], [0.859, -3.379, -1.180], [-0.791, -4.005, -0.459], [-1.514, -5.274, -1.711], [-0.456, -4.933, 1.184], [-1.996, -2.570, -0.201], [5.878, -2.373, -1.773], [4.181, -1.995, -2.024], [4.659, -3.616, -1.567], [5.978, 0.089, 0.353], [4.866, 0.065, 1.706], [4.262, 0.360, 0.094], [6.938, -2.873, 1.184], [5.770, -4.175, 1.288], [5.798, -2.919, 2.514], [2.728, -2.043, 2.008], [2.664, -3.489, 1.032], [1.678, -4.069, -1.000], [0.786, -3.234, -2.254], [-0.860, -6.130, -1.862], [-1.670, -4.811, -2.681], [-2.475, -5.647, -1.368], [0.573, -4.822, 1.508], [-0.667, -5.996, 1.098], [-1.086, -4.536, 1.974], [-2.124, -1.982, -1.105], [-1.632, -1.891, 0.564], [-2.985, -2.902, 0.101], [-4.983, -0.605, 1.862], [-4.723, -0.206, 0.749], [-3.732, 0.388, 0.130]],
  "atomic_forces_ev_per_a": [[1.433, 0.832, 2.110], [-0.174, 0.505, -0.873], [-0.087, 0.738, -1.411], [-0.100, 0.388, -0.009], [-0.768, -0.643, 0.144], [0.204, 0.302, 0.146], [-0.125, -0.067, -0.269], [0.053, -0.037, 0.159], [0.239, 0.030, 0.218], [0.008, -0.050, 0.061], [-0.115, -0.058, -0.070], [0.390, -3.174, 2.313], [-0.779, 2.672, -0.896], [0.877, -0.928, 0.657], [0.073, 0.491, 0.090], [0.145, -0.238, 0.123], [-0.134, -0.083, 0.050], [0.149, -0.042, 0.021], [-0.195, 0.195, -0.208], [0.182, 0.082, -0.051], [0.040, -0.024, -0.096], [0.114, 0.022, -0.005], [0.046, -0.006, 0.049], [0.008, -0.004, 0.028], [-0.037, -0.040, -0.034], [-0.131, 0.012, -0.102], [-0.039, -0.067, -0.058], [-0.024, -0.022, 0.018], [0.029, -0.033, 0.034], [0.017, 0.001, -0.010], [0.090, 0.323, -0.302], [-0.310, 0.415, 0.358], [0.226, -0.336, -0.135], [0.267, -0.047, -0.112], [-0.053, 0.352, -0.152], [0.608, 0.054, -0.559], [-0.522, 0.109, 0.538], [0.417, -0.333, -0.027], [-0.056, -0.160, 0.028], [0.027, -0.123, 0.023], [-0.122, -0.041, -0.002], [0.049, -0.083, 0.049], [0.127, -0.104, -0.037], [-0.072, -0.070, 0.067], [-0.091, -0.048, 0.173], [-0.031, -0.061, -0.009], [-0.045, -0.059, 0.073], [-0.125, 0.108, -0.183], [-0.029, 0.086, -0.099], [-0.100, -0.023, -0.024], [-0.060, 0.077, -0.125], [-0.039, 0.023, -0.049], [-0.530, -0.680, 0.563], [-0.623, 0.418, -0.166], [0.338, -0.248, -0.219], [0.046, -0.405, -0.677], [-0.021, 0.043, -0.117], [0.612, 0.240, -0.160], [-1.054, 0.196, -0.507], [-0.049, 0.487, -0.106], [0.051, -0.576, -1.267], [-0.091, -0.009, -0.014], [-0.059, 0.073, 0.135], [0.081, 0.108, 0.023], [-0.152, 0.235, 0.646], [0.145, -0.060, -0.159], [-0.130, -0.706, -0.070], [-0.450, 0.426, -0.321], [0.386, 0.462, -0.426], [0.257, -0.812, 0.169], [-0.522, 0.397, 0.355], [-0.147, -0.154, -0.094], [0.251, 0.482, 0.434], [-0.131, 0.373, -0.496], [0.498, -0.591, -0.097], [0.248, 0.062, 0.016], [-0.129, 0.129, -0.080], [-0.049, -0.257, 0.039], [0.231, -0.006, -0.120], [-0.051, 0.021, 0.270], [-0.142, 0.114, -0.148], [0.195, 0.089, -0.099], [-0.091, -0.176, -0.061], [-0.054, 0.055, 0.218], [-0.018, 0.108, 0.157], [-0.124, -0.213, -0.097], [0.169, -0.065, 0.026], [-0.017, 0.070, -0.196], [0.170, -0.095, 0.062], [-0.046, 0.147, -0.173], [-0.179, -0.049, 0.097], [0.246, 0.055, 0.040], [-0.027, -0.155, -0.082], [-0.162, 0.088, 0.161], [-0.006, 0.145, -0.222], [0.025, 0.083, 0.112], [-0.197, -0.129, 0.088], [-0.074, -0.196, 0.689], [-0.768, -0.418, 0.163], [0.692, 0.084, 0.089]],
  "orbital_gap_ev": 5.569,
  "total_charge": -2,
  "largest_force_ev_per_a": 3.9,
  "homo_energy_ev": -2.4
}

=====

Record 4
{
  "formula": "C3H4NO2S",
  "method": "ωB97M-V with the def2-TZVPD basis set",
  "symbols": ["C", "C", "C", "N", "O", "O", "S", "H", "H", "H", "H"],
  "positions_angstrom": [[0.001, -0.288, -1.198], [-0.073, -0.347, 1.224], [-0.750, -0.928, -0.101], [0.714, 0.752, -1.094], [-0.618, 2.171, 0.678], [1.753, 1.645, 1.190], [0.502, 1.151, 0.628], [-0.117, -0.716, -2.210], [0.995, -0.720, 1.332], [-1.835, -0.693, -0.085], [-0.572, -2.029, -0.364]],
  "atomic_forces_ev_per_a": [[-0.428, 0.668, -2.444], [1.303, -0.633, -0.752], [1.137, -0.860, 1.464], [-0.123, 0.049, 0.850], [2.170, -1.651, -0.898], [-0.231, -0.653, -0.538], [-2.890, 2.879, 1.311], [0.151, 0.120, 0.183], [-1.112, -0.795, 0.034], [0.615, -0.204, -0.369], [-0.594, 1.080, 1.158]],
  "orbital_gap_ev": 7.511,
  "total_charge": -1,
  "largest_force_ev_per_a": 4.3,
  "homo_energy_ev": -3.5
}